No. 1
{"formula": "C32H30MoN3O2Sb", "method": "ωB97M-V/def2-TZVPD", "lumo_energy_ev": [-14.29, -14.29], "gap_ha": [0.1635, 0.1639], "molar_mass_g_mol": 706.311, "total_charge": 4, "e_homo_ha": [-0.689, -0.689], "e_tot_ha": -1858.9159, "spin_multiplicity": 3, "species": ["C", "H", "C", "C", "N", "C", "C", "H", "H", "H", "C", "H", "C", "C", "H", "C", "C", "H", "H", "C", "C", "H", "C", "Mo", "C", "H", "H", "H", "H", "H", "C", "H", "H", "O", "C", "H", "H", "H", "H", "C", "H", "H", "C", "C", "C", "O", "C", "C", "H", "H", "H", "C", "Sb", "H", "C", "H", "N", "C", "C", "N", "C", "H", "H", "H", "C", "C", "C", "C", "C"], "xyz": [[0.062315, 3.192494, 2.543925], [3.164772, -1.611811, 4.812505], [-4.522243, -2.395655, 2.710794], [0.047153, 4.323238, 3.375739], [-2.609706, -0.209695, -1.142392], [0.572768, 0.709999, -4.086341], [-2.330791, 3.998018, 3.745220], [-1.193943, 5.665471, 4.532950], [1.789510, -2.437074, -6.040861], [-1.140599, -0.483705, -3.536687], [-1.161546, 4.744848, 3.945885], [-5.301301, -3.086921, 3.041266], [3.033879, 0.111150, -1.750476], [-2.315661, 2.871679, 2.904193], [-2.893553, -3.742007, 3.179938], [-2.167905, -1.867025, 2.386925], [-1.111316, 2.472796, 2.325746], [-0.315297, 5.388598, -2.121005], [1.723575, -0.842130, 0.815550], [1.276690, -2.497615, -1.656752], [-3.172765, -2.758984, 2.796786], [5.470348, -4.690803, -2.537139], [-0.220278, -0.452030, -4.112064], [1.751869, -0.952412, -3.511482], [0.256898, 3.637581, -1.134698], [1.179335, 5.510324, -1.149424], [-0.385192, -2.498771, -4.797612], [3.198827, -0.384548, -5.981580], [-3.263230, 4.299753, 4.228943], [1.199406, 4.637532, -2.709149], [0.205510, -1.586312, -4.829783], [-4.150704, 0.709485, 1.339332], [2.410193, 1.636727, -4.744886], [3.748873, 0.460062, -0.923598], [1.427383, -1.550330, -5.529246], [0.999361, 2.894854, 2.066626], [-4.877338, -2.240765, -2.032156], [0.974729, 4.872112, 3.560746], [0.272113, 1.553549, -3.470750], [4.461845, -2.883070, -2.798935], [6.502802, -3.275563, -2.917823], [-3.331253, -2.943855, -2.586381], [-3.868623, -0.255382, 1.767605], [-2.531106, -0.622183, 1.877124], [2.221290, -0.387117, -5.508002], [1.318428, -3.234385, -0.776459], [0.414891, 0.152356, 3.808966], [-3.833134, -2.434706, -1.752492], [-1.115728, -2.152318, 2.471804], [-3.824800, -3.092249, -0.870094], [1.281884, -0.259477, 5.747047], [5.621885, -3.618199, -2.359144], [-0.997386, 0.718319, 0.998861], [5.792486, -3.451302, -1.286914], [2.436601, -1.149722, 4.143518], [-5.917345, -0.858121, 2.090666], [3.550550, -2.290125, -3.192547], [1.621119, -0.730048, 1.897168], [0.598871, 4.860501, -1.818029], [-0.036282, 2.671293, -0.556663], [1.789410, 0.746509, -4.793430], [3.400844, -1.879591, 2.349444], [-3.238696, 2.322489, 2.712759], [-0.415212, 0.722079, 4.236120], [0.545535, -0.024917, 2.434231], [2.566087, -1.305367, 2.757551], [-4.868823, -1.145718, 2.184753], [-3.152948, -1.195836, -1.445012], [1.374691, -0.405983, 4.669350]], "forces_ev_per_a": [[0.733, 0.898, 0.129], [-0.189, 0.218, -0.196], [0.283, 0.086, -0.148], [0.163, -0.690, -0.341], [-0.310, -1.453, -0.714], [-2.228, 0.880, -0.238], [-0.136, -0.557, -0.241], [-0.005, -0.314, -0.147], [-0.028, 0.034, 0.109], [0.116, 0.044, -0.011], [-0.032, -0.167, -0.048], [0.267, 0.187, -0.197], [1.855, 0.997, 2.320], [-0.659, 0.707, 0.357], [-0.027, 0.355, -0.003], [0.428, -0.566, -0.275], [-0.548, -0.762, -1.228], [0.193, -0.146, 0.083], [0.041, -0.018, 0.355], [0.071, -1.914, 2.594], [0.099, 0.361, 0.155], [0.013, 0.193, -0.010], [-1.820, 1.623, -0.602], [4.960, -3.563, 6.300], [-0.639, -1.548, 1.116], [-0.131, -0.160, -0.143], [0.149, 0.138, -0.081], [-0.107, 0.004, 0.007], [0.317, -0.116, -0.196], [-0.138, 0.099, 0.209], [-0.856, -0.932, -0.145], [-0.040, -0.363, 0.028], [0.012, -0.196, -0.039], [-2.400, -1.084, -2.811], [0.235, 0.036, -1.911], [-0.249, 0.123, 0.144], [0.260, 0.015, 0.037], [-0.366, -0.200, -0.069], [-0.041, -0.142, -0.147], [-0.407, 0.311, -0.531], [-0.174, -0.064, 0.052], [-0.185, 0.119, 0.213], [-0.624, -0.017, -0.396], [-0.394, 0.240, -0.557], [-0.101, 0.190, -2.076], [-0.263, 2.461, -3.064], [-0.489, 0.620, 0.399], [-0.309, -0.480, -0.118], [-0.385, -0.034, -0.073], [0.032, 0.231, -0.236], [-0.058, -0.036, -0.344], [0.285, -0.195, 0.181], [-0.899, 0.920, 4.896], [-0.070, -0.019, -0.237], [-0.124, 0.100, -0.165], [0.318, -0.016, 0.128], [0.151, 0.040, 0.287], [0.388, -0.178, 0.180], [0.150, 0.532, -0.261], [0.537, 0.703, -1.234], [0.912, 0.979, -0.312], [-0.285, 0.169, 0.137], [0.252, 0.247, 0.148], [0.345, -0.220, -0.152], [1.293, -0.582, -1.176], [-0.226, 0.081, 0.027], [0.258, 0.369, 0.147], [0.859, 1.715, 0.674], [-0.033, -0.295, -0.542]]}

***

No. 2
{"formula": "C32H31AsN3OPdS5", "method": "ωB97M-V/def2-TZVPD", "lumo_energy_ev": -3.41, "gap_ha": 0.2711, "molar_mass_g_mol": 815.297, "total_charge": 1, "e_homo_ha": -0.397, "e_tot_ha": -5831.9087, "relative_energy_kcal_mol": 0.0, "species": ["C", "H", "C", "C", "C", "H", "C", "H", "H", "C", "H", "S", "C", "C", "C", "C", "C", "H", "C", "As", "H", "C", "H", "H", "S", "C", "H", "H", "H", "C", "Pd", "C", "C", "N", "O", "H", "H", "H", "C", "C", "C", "C", "H", "H", "H", "H", "H", "H", "C", "C", "H", "C", "C", "H", "C", "H", "N", "N", "H", "H", "C", "C", "S", "C", "C", "H", "H", "S", "C", "C", "H", "H", "S", "H"], "xyz": [[2.240283, -2.389001, -0.510126], [1.428757, -0.669359, 0.523338], [1.070513, -2.931292, -2.518032], [0.340237, -3.166075, 5.970316], [-5.279434, -0.290202, 3.967816], [0.147021, -0.224947, 4.302112], [-2.109612, -2.654872, 0.999945], [-4.242280, -2.398567, 1.114273], [-0.601734, -4.997441, 5.369052], [1.442625, 2.506835, 0.408960], [-6.182032, 1.637889, 4.214053], [-1.594846, -0.936647, -6.032336], [-3.424430, -2.946867, 0.663541], [-4.298197, 1.772050, 3.197517], [-1.976941, -0.202627, -4.638864], [0.551030, -1.825121, 5.672952], [-2.653746, -4.664167, -0.833267], [-1.618704, -4.019420, 3.348187], [-2.908012, 0.313343, -2.226097], [-1.614826, -1.226616, 2.180716], [-0.037504, -3.162231, 0.702962], [-5.287693, 1.428610, -1.392588], [-5.656304, 1.213830, -2.393473], [3.343984, 3.575331, 0.856391], [-3.032763, -0.931188, -3.441408], [-1.014043, -3.401127, 3.998922], [4.202064, 3.189420, -2.763313], [0.902490, -3.540086, -3.395259], [-0.313705, 3.353869, 1.270415], [3.133736, 2.495962, -1.044800], [-0.704275, 0.786846, -1.053548], [-3.209968, 1.071624, 2.697066], [-3.161446, -0.309157, 2.837146], [0.405004, -1.049787, -1.213054], [-0.569061, -0.168749, 1.450386], [4.838456, 1.695123, -2.065269], [1.088292, 3.308157, 2.340673], [-6.103662, 1.323565, -0.678568], [-1.336359, -4.383565, -0.485146], [1.380019, -1.320045, -0.338258], [-2.177236, 1.436957, -2.579996], [-5.333381, 1.090730, 3.824714], [1.160501, -1.214833, 6.326021], [5.109329, 3.236355, -1.253070], [-4.338631, 2.849260, 3.098031], [-2.866964, -5.447533, -1.548668], [-6.082190, -0.816486, 4.466652], [-4.721013, -4.177788, -0.521698], [-0.439904, -3.953345, 5.136542], [0.549386, 2.756756, 1.573159], [3.013761, -2.571210, 0.222736], [2.088144, -3.207297, -1.619668], [0.251691, -1.842943, -2.276961], [-4.135360, -2.067931, 3.616287], [-4.185948, -0.992926, 3.481965], [-2.404259, 1.585549, 2.184899], [1.057207, 1.785243, -0.634657], [2.084213, 1.789116, -1.508375], [-0.526479, -4.950808, -0.925351], [-4.876310, 2.431279, -1.330139], [4.389401, 2.660153, -1.828637], [-1.063124, -3.381200, 0.430508], [-4.056933, 0.201391, -0.890503], [-0.803312, -2.059297, 3.703688], [2.754242, 2.967218, 0.192236], [0.786537, -3.597993, 6.856291], [1.990956, 1.318992, -2.393075], [-1.827213, 2.717777, -1.488176], [-0.020850, -1.268819, 4.540166], [-3.694937, -3.952150, -0.257415], [2.751700, -4.046691, -1.780001], [0.177257, 1.814502, 1.977742], [-1.483516, 1.407454, -4.200686], [-0.563707, -1.605399, -2.949119]], "forces_ev_per_a": [[0.028, 0.011, -0.004], [0.029, 0.004, -0.023], [-0.003, 0.022, -0.001], [-0.001, 0.003, -0.004], [0.046, 0.003, -0.006], [-0.009, 0.003, -0.016], [0.024, -0.029, -0.085], [0.013, 0.046, -0.046], [0.000, -0.001, 0.000], [0.082, 0.086, 0.065], [0.002, 0.001, -0.007], [0.130, -0.018, 0.010], [-0.058, 0.019, 0.006], [-0.037, -0.009, 0.007], [-0.392, 0.021, -0.020], [-0.001, -0.022, 0.007], [0.020, 0.003, 0.013], [-0.024, -0.022, -0.045], [0.246, -0.047, 0.341], [0.055, 0.042, 0.075], [-0.065, -0.056, 0.036], [0.034, -0.058, -0.052], [-0.006, 0.013, 0.005], [-0.012, -0.001, 0.001], [0.124, 0.000, -0.060], [0.004, 0.024, 0.032], [-0.003, -0.002, -0.004], [0.008, -0.002, 0.001], [0.013, 0.014, -0.023], [-0.069, -0.032, 0.004], [0.030, -0.378, -0.287], [0.001, 0.020, -0.118], [-0.042, -0.029, -0.070], [-0.153, 0.200, -0.192], [-0.152, 0.076, 0.046], [-0.007, -0.004, -0.002], [-0.009, -0.009, 0.014], [0.006, 0.008, -0.014], [-0.085, -0.038, 0.028], [0.083, 0.078, -0.014], [0.032, 0.183, -0.169], [0.035, 0.006, 0.002], [0.000, 0.004, 0.000], [-0.004, 0.000, 0.001], [-0.005, -0.015, -0.003], [-0.003, -0.002, -0.005], [0.001, -0.004, 0.000], [0.047, 0.010, 0.011], [0.000, 0.019, -0.009], [-0.021, 0.017, 0.017], [0.006, -0.003, -0.002], [0.006, 0.010, -0.008], [0.019, -0.006, 0.002], [0.006, 0.001, 0.005], [-0.062, -0.007, 0.043], [-0.006, -0.021, 0.009], [-0.010, -0.049, 0.252], [0.065, -0.057, -0.101], [-0.010, 0.001, 0.018], [0.022, 0.047, -0.008], [0.001, 0.011, 0.015], [-0.093, -0.043, 0.051], [0.048, -0.098, 0.266], [0.051, -0.041, 0.017], [0.001, 0.014, -0.005], [0.002, 0.001, 0.000], [-0.010, -0.001, 0.009], [-0.150, 0.077, -0.017], [0.030, 0.008, -0.006], [-0.018, -0.006, -0.002], [0.003, -0.008, 0.003], [0.025, 0.003, -0.021], [0.054, 0.022, 0.007], [0.089, -0.014, 0.027]]}

***

No. 3
{"formula": "C32H31BF6O2S", "method": "ωB97M-V/def2-TZVPD", "lumo_energy_ev": -0.26, "gap_ha": 0.2831, "molar_mass_g_mol": 604.465, "e_homo_ha": -0.293, "smiles": "Cc1ccc(-c2cc(C(F)(F)F)cc(C(F)(F)F)c2)s1.CC1(C)OB(C(c2ccccc2)c2ccccc2)OC1(C)C", "e_tot_ha": -2410.7875, "relative_energy_kcal_mol": 38.7, "species": ["C", "H", "O", "H", "C", "F", "H", "C", "F", "F", "C", "C", "C", "H", "H", "H", "C", "C", "C", "F", "H", "C", "B", "H", "H", "C", "F", "H", "C", "H", "C", "C", "H", "H", "H", "C", "H", "C", "H", "C", "C", "H", "H", "C", "C", "H", "H", "H", "H", "H", "C", "C", "C", "C", "O", "C", "C", "H", "C", "C", "H", "H", "S", "H", "F", "C", "C", "C", "H", "H", "C", "H", "H"], "xyz": [[-1.944130, -1.116069, 4.160014], [-1.262961, 3.089177, 1.590260], [1.845959, 2.087497, -2.383756], [-1.003997, -1.165425, 6.104986], [-2.005065, 2.672005, 0.903227], [-4.190480, -0.402302, 3.762361], [2.325043, -2.984613, -2.500046], [-2.534865, 1.675888, -1.218451], [-2.952753, 0.785044, 5.135532], [1.837421, -0.954501, 6.041677], [-4.311999, 2.504549, 0.217092], [-0.590437, -1.790106, 2.288002], [-0.313556, -0.359586, -3.806924], [0.684765, 0.692146, -6.088079], [1.300223, -2.698833, 2.818098], [1.019060, -4.169570, -2.775151], [-0.304168, -1.780552, 0.882323], [1.892328, 1.061672, -3.417351], [0.301637, 1.021070, 1.825225], [-3.707181, -1.191418, 5.758012], [3.123990, 0.391091, 3.581026], [2.924269, 1.527400, -4.428564], [0.498891, 2.149055, -2.103937], [-1.383532, -0.252090, -4.038650], [4.023972, 0.361486, 1.237237], [-1.570930, 1.998368, -0.256600], [2.538954, -2.647488, 4.824306], [3.388357, -0.081288, -2.354739], [-0.062159, 1.856585, -0.518332], [-4.629432, 1.698153, -1.760982], [-1.828718, -1.342644, 2.798021], [0.381296, 0.985723, -3.973767], [-2.274461, -1.704018, -0.047325], [0.632197, 2.408619, -5.585801], [1.729410, -0.543755, -1.938984], [0.792600, 1.207428, 0.525964], [2.459780, -1.047189, -3.498037], [0.207578, 1.415634, -5.415279], [-1.198003, -2.941470, -2.148133], [-3.199047, -0.494836, 4.697173], [2.381285, -0.227733, -2.769731], [2.618778, 1.195720, -0.623745], [-0.249356, -0.727844, -2.776179], [-0.645140, -2.616974, -1.265146], [-3.893417, 1.931435, -0.988072], [0.264012, 2.954047, -0.480247], [0.719381, 0.941021, 3.928413], [-2.661142, -1.151563, 2.124147], [-5.372949, 2.693005, 0.406837], [3.900221, 1.633605, -3.942156], [1.440659, -2.141404, 5.464350], [-1.223367, -1.964728, -0.149048], [2.175965, 1.002864, 0.347243], [2.981324, 0.620418, 1.420890], [-0.346502, 1.952025, -3.165312], [1.605855, -3.653035, -2.005001], [-3.361928, 2.861142, 1.179089], [-0.861581, 1.457351, -5.656964], [0.277626, -1.919393, 4.534746], [0.711980, -2.871903, -1.121330], [2.645699, 2.497346, -4.856376], [-2.211279, 1.280669, -2.179011], [1.307129, -2.184504, 0.346980], [-0.773992, 1.044203, 1.988507], [1.134808, -2.999563, 6.483009], [2.484762, 0.610160, 2.725186], [-0.903977, -1.378787, 5.045468], [0.405815, -2.203145, 3.190539], [0.104411, -1.124605, -4.477908], [2.182932, -4.402961, -1.441417], [1.134652, 0.875548, 2.923014], [3.044725, 0.791618, -5.232791], [-3.657245, 3.305129, 2.130368]], "forces_ev_per_a": [[-0.231, -0.153, -0.033], [-0.271, -0.292, -0.171], [-0.670, -0.193, -0.183], [-0.002, 0.014, -0.131], [-0.221, -0.021, -0.021], [0.774, -0.103, 0.799], [-0.082, -0.307, 0.009], [-0.171, -0.152, 0.201], [-0.300, -1.048, -0.243], [-0.365, -1.116, -0.422], [0.034, -0.176, 0.011], [-0.322, 0.461, 1.218], [-0.053, -0.301, 0.471], [-0.063, 0.207, 0.048], [-0.154, 0.342, 0.143], [0.167, 0.145, 0.162], [-0.397, -1.180, -1.701], [0.243, 0.157, -0.513], [-0.446, 0.404, -0.068], [0.354, 0.628, -0.765], [-0.052, 0.104, -0.278], [0.021, 0.077, -0.377], [-1.062, -2.760, 2.348], [0.332, 0.070, -0.049], [-0.168, 0.189, 0.055], [0.097, 0.509, -0.237], [-0.958, 0.398, 0.605], [-0.248, 0.083, -0.115], [0.200, 2.853, -2.334], [0.246, 0.048, 0.233], [0.796, -0.122, -0.129], [0.006, 0.290, -0.584], [0.188, -0.275, -0.047], [-0.084, -0.162, -0.056], [0.239, 0.105, -0.389], [1.157, 0.223, 0.590], [-0.168, 0.290, 0.062], [0.238, 0.168, -0.351], [0.117, 0.106, 0.291], [-0.786, 0.480, 0.309], [-0.062, -0.332, 0.307], [-0.055, -0.183, 0.340], [0.010, 0.121, -0.297], [0.834, -0.249, -0.284], [0.071, 0.129, 0.262], [-0.174, -0.205, 1.023], [0.045, -0.254, -0.222], [0.237, 0.207, 0.196], [0.373, -0.119, -0.106], [-0.238, 0.010, 0.034], [0.696, -0.082, 0.463], [0.746, 0.063, 0.802], [-0.383, 0.203, 0.254], [0.042, 0.058, 0.074], [0.553, -0.044, -0.033], [0.472, 0.000, -0.493], [0.288, -0.058, -0.390], [0.230, -0.041, 0.121], [-0.330, -0.152, 0.384], [-1.213, 0.465, 0.434], [0.128, -0.255, 0.060], [-0.157, -0.037, 0.345], [-0.799, -0.828, -0.093], [0.380, 0.218, 0.054], [0.314, 0.728, -0.711], [0.081, 0.018, -0.076], [0.381, 0.026, -0.181], [-0.173, 0.319, -0.222], [-0.029, 0.238, 0.173], [-0.238, 0.237, -0.185], [0.112, -0.361, -0.118], [-0.088, 0.169, 0.056], [0.014, 0.003, -0.332]]}